1.
A single C2H2Cl3P molecule at a distorted geometry. Source: the Open Molecules 2025 dataset; level of theory: the ωB97M-V functional and the def2-TZVPD basis.

Properties
maximum force: 0.079 hartree/bohr
DFT total energy: -1799.2011 a.u.
relative energy (zero: lowest compared OMol25 entry of this formula, charge and spin): 4.06 kcal/mol
HOMO (alpha / beta): -7.9 / -10.0 eV
orbital gap (alpha / beta): 8.64 / 7.81 eV
charge: 0
spin multiplicity: 3

Last column: Löwdin charge in e.
Element x y z (Å)
C (0.578, -0.089, -0.246)  -1.11
C (-0.906, -0.088, -0.583)  -1.32
P (1.113, 1.370, 0.949)  0.74
Cl (1.285, -1.608, -0.317)  0.63
Cl (-1.308, 1.518, -0.683)  0.63
Cl (-1.808, -0.994, 0.701)  0.52
H (-0.992, -0.707, -1.529)  0.08
H (2.038, 0.599, 1.708)  -0.17


2.
A single C3H7NO2 molecule at a distorted geometry. Source: the Open Molecules 2025 dataset; level of theory: the ωB97M-V functional and the def2-TZVPD basis.

Properties
maximum force: 0.054 hartree/bohr
DFT total energy: -323.7424 a.u.
relative energy (zero: lowest compared OMol25 entry of this formula, charge and spin): 24.19 kcal/mol
structure (SMILES): NC(=O)CCO
HOMO: -9.9 eV
orbital gap: 10.73 eV
charge: 0

Last column: Löwdin charge in e.
Element x y z (Å)
N (-0.411, -1.191, 1.911)  0.15
C (-0.329, -0.012, 1.247)  -0.55
O (-0.330, 1.115, 1.674)  0.08
C (-0.097, -0.268, -0.258)  -0.11
C (0.255, 0.986, -1.037)  -0.29
O (0.824, 0.749, -2.301)  -0.07
H (-0.681, -1.151, 2.879)  0.11
H (-0.043, -2.053, 1.568)  0.10
H (0.851, -0.835, -0.323)  0.13
H (-0.890, -0.835, -0.749)  0.12
H (-0.573, 1.702, -1.122)  0.12
H (0.999, 1.573, -0.504)  0.12
H (0.424, 0.220, -2.988)  0.08


3.
A single C21H22ClN5O molecule. Source: the Open Molecules 2025 dataset; level of theory: the ωB97M-V functional and the def2-TZVPD basis.

Properties
maximum force: 0.016 hartree/bohr
DFT total energy: -1622.6606 a.u.
structure (SMILES): O=C(Nc1ccnn1C1CCN(Cc2cccnc2)CC1)c1ccccc1Cl
HOMO: -8.8 eV
orbital gap: 9.36 eV
charge: 0

Last column: Löwdin charge in e.
Element x y z (Å)
O (-2.685, -0.264, 1.543)  0.08
C (-3.102, -0.039, 0.430)  -0.47
N (-2.957, -0.878, -0.634)  0.17
C (-2.371, -2.148, -0.640)  -0.24
C (-2.860, -3.291, -1.247)  -0.01
C (-1.879, -4.255, -1.002)  -0.15
N (-0.878, -3.743, -0.314)  0.08
N (-1.174, -2.466, -0.094)  -0.04
C (-0.231, -1.595, 0.573)  -0.26
C (0.868, -2.411, 1.242)  -0.13
C (1.863, -1.469, 1.910)  -0.19
N (2.453, -0.588, 0.920)  -0.17
C (3.534, 0.215, 1.461)  -0.16
C (4.335, 0.848, 0.359)  -0.21
C (4.694, 0.111, -0.766)  -0.02
C (5.442, 0.717, -1.759)  -0.06
C (5.809, 2.044, -1.588)  -0.16
N (5.475, 2.756, -0.526)  0.06
C (4.756, 2.171, 0.416)  -0.11
C (1.433, 0.241, 0.306)  -0.19
C (0.416, -0.629, -0.424)  -0.11
C (-3.843, 1.214, 0.068)  -0.17
C (-5.179, 1.157, -0.314)  -0.03
C (-5.882, 2.316, -0.588)  -0.07
C (-5.251, 3.546, -0.490)  -0.07
C (-3.920, 3.620, -0.121)  -0.09
C (-3.222, 2.456, 0.161)  -0.59
Cl (-1.555, 2.545, 0.597)  0.76
H (-3.467, -0.647, -1.476)  0.16
H (-3.784, -3.402, -1.776)  0.09
H (-1.866, -5.286, -1.292)  0.10
H (-0.775, -1.024, 1.335)  0.13
H (1.378, -3.009, 0.488)  0.11
H (0.436, -3.087, 1.980)  0.12
H (1.352, -0.897, 2.707)  0.13
H (2.663, -2.053, 2.372)  0.12
H (3.168, 0.995, 2.154)  0.13
H (4.193, -0.451, 2.029)  0.13
H (4.373, -0.917, -0.848)  0.12
H (5.736, 0.175, -2.645)  0.10
H (6.396, 2.566, -2.333)  0.10
H (4.505, 2.796, 1.265)  0.11
H (0.910, 0.857, 1.061)  0.11
H (1.916, 0.916, -0.405)  0.13
H (-0.337, 0.008, -0.892)  0.10
H (0.922, -1.204, -1.202)  0.13
H (-5.670, 0.196, -0.374)  0.12
H (-6.920, 2.260, -0.876)  0.11
H (-5.796, 4.452, -0.703)  0.11
H (-3.419, 4.573, -0.047)  0.11


4.
9 unconnected molecules or ions with the total composition C11H37F3N14O10 at a distorted geometry. Source: the Open Molecules 2025 dataset; level of theory: the ωB97M-V functional and the def2-TZVPD basis.

Properties
maximum force: 0.054 hartree/bohr
DFT total energy: -2260.1837 a.u.
relative energy (zero: lowest compared OMol25 entry of this formula, charge and spin): 0.00 kcal/mol
HOMO: -7.1 eV
orbital gap: 7.13 eV
charge: 0

Last column: Löwdin charge in e.
Element x y z (Å)
O (0.361, -0.123, -0.416)  0.17
H (0.208, -0.967, 0.051)  0.07
H (1.350, 0.133, -0.440)  0.09
H (-0.141, 0.532, 0.135)  0.07
C (3.218, 0.774, 1.063)  -0.45
O (2.002, 0.752, 1.865)  -0.11
O (2.783, 0.858, -0.195)  -0.17
C (4.151, 1.907, 1.490)  -0.55
F (3.584, 3.110, 1.697)  0.12
F (4.856, 1.567, 2.592)  0.11
F (5.077, 2.125, 0.532)  0.13
C (2.066, 0.193, 3.160)  -0.26
C (2.577, 1.116, 4.268)  -0.08
H (3.499, 0.765, 4.742)  0.07
H (2.694, 2.180, 4.082)  0.07
H (1.929, 1.051, 5.153)  0.06
H (2.459, -0.830, 3.208)  0.12
H (0.995, 0.039, 3.347)  0.09
H (3.793, -0.163, 1.165)  0.15
C (1.820, -3.724, -1.003)  -0.64
O (1.239, -2.695, -0.633)  -0.01
N (2.115, -4.706, -0.089)  0.15
N (2.093, -3.981, -2.295)  0.19
H (2.148, -4.449, 0.878)  0.10
H (2.500, -5.567, -0.428)  0.09
H (1.841, -3.312, -3.036)  0.07
H (2.406, -4.919, -2.469)  0.10
C (-1.309, -3.138, 1.185)  -0.63
O (-1.077, -1.929, 1.202)  -0.02
N (-1.918, -3.744, 0.146)  0.20
N (-0.937, -4.010, 2.169)  0.17
H (-1.812, -4.737, 0.063)  0.11
H (-2.182, -3.127, -0.617)  0.07
H (-0.192, -3.761, 2.795)  0.11
H (-1.205, -4.976, 2.159)  0.10
C (-0.222, -2.034, -3.945)  -0.64
O (0.905, -2.403, -4.285)  0.00
N (-0.751, -2.201, -2.716)  0.19
N (-1.031, -1.371, -4.814)  0.16
H (-1.560, -1.666, -2.440)  0.05
H (-0.208, -2.684, -2.017)  0.06
H (-0.733, -1.088, -5.727)  0.10
H (-1.904, -0.998, -4.485)  0.08
C (-3.713, -0.850, -1.161)  -0.64
O (-3.307, -1.883, -1.688)  -0.01
N (-4.996, -0.379, -1.289)  0.16
N (-2.908, -0.005, -0.455)  0.19
H (-5.259, 0.379, -0.690)  0.10
H (-5.509, -0.697, -2.091)  0.11
H (-2.186, -0.419, 0.117)  0.06
H (-3.128, 0.974, -0.425)  0.10
C (0.910, 4.833, 0.295)  -0.67
O (0.902, 5.555, -0.699)  0.00
N (0.499, 3.558, 0.272)  0.18
N (1.472, 5.206, 1.505)  0.12
H (-0.102, 3.236, -0.483)  0.05
H (0.449, 2.956, 1.073)  0.06
H (2.250, 4.696, 1.880)  0.06
H (1.265, 6.117, 1.867)  0.08
C (-1.135, 2.281, -2.957)  -0.65
O (-1.194, 2.468, -1.752)  0.02
N (-2.190, 1.705, -3.625)  0.15
N (-0.063, 2.538, -3.727)  0.19
H (-2.271, 1.574, -4.615)  0.09
H (-2.974, 1.438, -3.058)  0.08
H (0.680, 3.023, -3.244)  0.13
H (-0.120, 2.580, -4.726)  0.10
C (-1.538, 1.422, 2.416)  -0.62
O (-0.922, 1.466, 1.356)  0.00
N (-1.984, 2.554, 3.046)  0.18
N (-1.850, 0.261, 3.055)  0.18
H (-2.000, 3.358, 2.443)  0.11
H (-2.200, 2.511, 4.022)  0.10
H (-1.744, -0.603, 2.539)  0.07
H (-2.617, 0.352, 3.699)  0.10


5.
3 unconnected molecules or ions with the total composition C12H21BN6O6S at a distorted geometry. Source: the Open Molecules 2025 dataset; level of theory: the ωB97M-V functional and the def2-TZVPD basis.

Properties
maximum force: 0.142 hartree/bohr
DFT total energy: -1672.3460 a.u.
structure (SMILES): CCCCOc1cc(B(N)O)c2nsnc2c1N.C[N+](=O)[O-].C[N+](=O)[O-]
HOMO: -7.9 eV
orbital gap: 6.46 eV
charge: 0

Last column: Löwdin charge in e.
Element x y z (Å)
C (-0.643, 3.202, 1.384)  -0.13
C (-1.937, 2.192, 1.198)  -0.25
C (-1.454, 0.714, 0.670)  -0.17
C (-0.262, 0.021, 1.556)  -0.18
O (1.094, 0.162, 1.003)  -0.15
C (1.234, -0.479, -0.314)  -0.10
C (1.763, 0.518, -1.549)  0.08
C (1.942, -0.009, -3.105)  -0.01
B (2.437, 0.967, -4.370)  -0.45
N (1.815, 2.345, -4.663)  0.07
O (3.500, 0.467, -5.269)  0.01
C (1.583, -1.590, -3.395)  -0.21
N (1.664, -2.193, -4.786)  -0.26
S (1.148, -3.835, -4.462)  0.85
N (0.802, -4.046, -2.745)  -0.28
C (1.080, -2.651, -2.228)  -0.20
C (0.929, -2.047, -0.680)  -0.08
N (0.491, -3.027, 0.385)  0.02
H (0.095, 3.029, 0.485)  0.08
H (-0.088, 2.965, 2.389)  0.03
H (-1.018, 4.326, 1.404)  0.08
H (-2.653, 2.162, 2.141)  0.11
H (-2.597, 2.668, 0.326)  0.11
H (-2.397, -0.012, 0.761)  0.09
H (-1.235, 0.808, -0.476)  0.12
H (-0.589, -1.077, 1.798)  0.11
H (-0.252, 0.593, 2.604)  0.11
H (2.022, 1.645, -1.287)  0.11
H (2.353, 3.098, -4.160)  0.08
H (1.955, 2.456, -5.710)  0.08
H (4.060, -0.182, -4.723)  0.11
H (0.790, -2.747, 1.348)  0.08
H (0.905, -3.994, 0.220)  0.10
C (0.367, 2.504, 6.145)  0.05
N (0.221, 2.380, 4.669)  -0.40
O (-0.770, 1.774, 4.248)  0.03
O (1.107, 2.895, 3.976)  0.05
H (-0.478, 2.008, 6.626)  0.10
H (1.307, 2.024, 6.425)  0.10
H (0.378, 3.569, 6.387)  0.10
C (-2.593, -3.574, -1.112)  0.03
N (-3.409, -3.112, 0.044)  -0.41
O (-3.044, -2.079, 0.617)  0.03
O (-4.392, -3.800, 0.343)  0.05
H (-1.765, -2.877, -1.261)  0.07
H (-2.220, -4.572, -0.874)  0.10
H (-3.245, -3.592, -1.988)  0.10


6.
5 unconnected molecules or ions with the total composition C2H16N2O4 at a distorted geometry. Source: the Open Molecules 2025 dataset; level of theory: the ωB97M-V functional and the def2-TZVPD basis.

Properties
maximum force: 0.077 hartree/bohr
DFT total energy: -496.2564 a.u.
relative energy (zero: lowest compared OMol25 entry of this formula, charge and spin): 25.56 kcal/mol
structure (SMILES): NCCN.O.O.O.O
HOMO: -9.3 eV
orbital gap: 10.17 eV
charge: 0

Last column: Löwdin charge in e.
Element x y z (Å)
N (1.297, -0.908, 1.952)  -0.02
C (-0.166, -0.806, 2.031)  -0.25
C (-0.702, -0.757, 0.623)  -0.28
N (-0.183, -1.861, -0.184)  0.01
H (1.491, -1.820, 1.544)  0.08
H (1.645, -0.972, 2.880)  0.07
H (-0.482, 0.096, 2.567)  0.12
H (-0.543, -1.691, 2.454)  0.09
H (-1.756, -0.729, 0.597)  0.09
H (-0.410, 0.181, 0.154)  0.10
H (0.296, -1.599, -1.002)  0.05
H (-0.943, -2.459, -0.512)  0.07
O (2.679, 0.436, 0.086)  -0.01
H (2.224, -0.035, 0.748)  -0.05
H (3.050, -0.228, -0.422)  0.02
O (1.243, 2.326, -1.054)  -0.08
H (1.757, 2.848, -1.707)  0.07
H (1.823, 1.653, -0.672)  -0.03
O (-2.613, -1.140, -2.100)  0.00
H (-2.697, -0.277, -1.701)  0.04
H (-3.441, -1.394, -2.343)  -0.02
O (-1.501, 2.853, -1.433)  -0.07
H (-1.475, 3.735, -1.087)  0.02
H (-0.592, 2.547, -1.418)  -0.03